Entry 1:
Computed, not measured: a molecular structure, C30H36Br2N7OSc in a non-equilibrium geometry, with wB97M-V/def2-TZVPD.

The geometry in XYZ format:
```
77
Properties=species:S:1:pos:R:3:forces:R:3
Sc -0.0721 0.7287 -0.1580 0.03 -0.24 -0.98
C 3.0758 1.4418 0.4793 -0.07 -0.04 0.15
N 2.9437 0.1008 1.0340 0.12 0.15 0.06
C 3.3907 -0.0322 2.4197 0.01 0.01 -0.01
C 2.4095 -0.9283 0.3473 -0.14 0.04 -0.15
N 1.3862 -0.6783 -0.4959 0.13 -0.25 -0.19
C 1.2327 -1.4772 -1.6847 -0.01 0.09 0.04
C 2.3687 -1.7453 -2.4030 0.11 0.01 -0.07
C 2.3613 -2.5692 -3.5408 0.06 0.03 -0.02
C 1.1839 -3.1030 -3.9624 -0.07 -0.04 -0.02
C -0.0323 -2.7979 -3.2997 0.01 0.04 0.03
C -1.2331 -3.3314 -3.8291 0.08 -0.02 -0.03
C -2.4354 -3.0116 -3.2824 -0.07 0.01 -0.02
C -2.4789 -2.1409 -2.1822 -0.13 -0.03 -0.08
C -1.3465 -1.6410 -1.5961 0.06 0.11 0.12
N -1.5288 -0.7065 -0.5149 -0.05 -0.36 -0.13
C -2.5045 -0.9021 0.3921 -0.13 0.01 -0.14
N -2.8518 -2.1068 0.8442 0.00 -0.21 0.16
C -4.1956 -2.4223 1.3325 0.08 -0.02 -0.05
C -1.9465 -3.2475 0.7609 -0.13 0.02 0.05
N -3.1680 0.1838 0.8739 0.19 0.19 0.13
C -3.1598 1.4059 0.0738 -0.11 -0.24 0.06
C -3.3278 0.3673 2.3304 -0.12 0.00 -0.15
C -0.0495 -1.9543 -2.1423 0.01 0.06 -0.03
N 2.8875 -2.1544 0.5673 0.05 -0.25 0.10
C 2.1045 -3.3585 0.3078 0.11 0.00 0.07
C 4.2922 -2.3892 0.9099 -0.05 -0.03 -0.02
H 4.1178 1.7592 0.5271 0.04 -0.01 0.04
H 2.4821 2.1593 1.0508 -0.01 0.01 -0.01
H 2.7761 1.4552 -0.5629 -0.04 -0.03 -0.15
H 2.9261 0.7629 3.0068 0.01 -0.01 -0.03
H 4.4755 0.0557 2.5086 -0.04 0.00 -0.01
H 3.0690 -0.9865 2.8275 0.01 0.02 -0.02
H 3.3081 -1.3204 -2.0626 -0.04 -0.04 -0.02
H 3.2857 -2.7692 -4.0700 -0.07 0.01 0.05
H 1.1466 -3.7498 -4.8323 0.00 0.05 0.08
H -1.1719 -3.9771 -4.6971 0.00 0.03 0.05
H -3.3571 -3.3934 -3.7033 0.04 0.02 0.03
H -3.4439 -1.8378 -1.7909 0.02 -0.03 -0.01
H -4.8797 -1.6104 1.1081 0.00 0.03 -0.01
H -4.1949 -2.6177 2.4051 0.03 0.01 0.01
H -4.5379 -3.3237 0.8234 0.01 0.01 -0.02
H -0.9236 -2.8988 0.6832 0.05 0.05 0.00
H -2.1747 -3.8808 -0.0966 -0.02 -0.01 -0.02
H -2.0496 -3.8314 1.6738 -0.01 -0.01 0.03
H -3.4752 1.1979 -0.9447 -0.03 -0.05 -0.06
H -2.1865 1.8970 0.0329 0.05 0.28 0.14
H -3.8519 2.1161 0.5170 -0.03 0.01 0.00
H -3.7339 -0.5192 2.8041 0.03 -0.04 -0.02
H -4.0309 1.1793 2.4980 -0.02 -0.01 -0.01
H -2.3758 0.6164 2.8011 0.06 0.02 -0.03
H 1.0496 -3.1164 0.2475 0.02 0.02 0.01
H 2.2598 -4.0539 1.1318 0.02 0.00 0.02
H 2.4092 -3.8368 -0.6242 0.01 0.00 0.00
H 4.8757 -1.4848 0.7606 -0.03 -0.02 0.00
H 4.6779 -3.1623 0.2456 0.00 -0.01 -0.02
H 4.4087 -2.7293 1.9391 -0.02 0.00 0.00
C 0.0792 3.1708 -2.7797 0.00 -0.01 0.08
C 0.0415 3.7816 -1.4071 0.03 -0.11 -0.06
C 0.0349 5.1710 -1.2138 0.00 0.08 -0.09
C -0.0001 5.6848 0.0527 0.02 0.03 0.05
C -0.0293 4.8273 1.1753 0.00 0.08 -0.13
C -0.0636 5.2554 2.5273 0.00 0.16 0.00
Br -0.0779 7.0875 2.9438 0.00 0.04 -0.01
C -0.0843 4.3451 3.5389 0.01 -0.06 0.12
C -0.0781 2.9652 3.2530 -0.01 -0.13 0.20
Br -0.0945 1.7294 4.6680 0.00 0.02 0.02
C -0.0569 2.4969 1.9680 -0.03 -0.17 0.01
O -0.0639 1.1786 1.6489 0.00 0.73 0.90
C -0.0244 3.4487 0.9155 0.03 -0.03 -0.30
N 0.0154 2.9499 -0.3747 -0.01 0.11 0.27
H 0.0961 3.9301 -3.5579 0.00 -0.01 0.02
H -0.8019 2.5441 -2.9470 0.01 0.02 0.00
H 0.9718 2.5499 -2.9017 -0.02 0.02 0.01
H 0.0588 5.8244 -2.0763 0.00 -0.03 0.05
H -0.0026 6.7560 0.2074 -0.01 -0.01 0.00
H -0.1068 4.6738 4.5700 0.00 -0.04 -0.05
```
Positions in Å, forces in eV/Å.

Calculated values
- HOMO energy: -0.4730 hartree
- Charge: +2

***

Entry 2:
Computed, not measured: 2 unconnected molecules or ions with the total composition CH5S2 in a non-equilibrium geometry, with wB97M-V/def2-TZVPD.

The geometry in XYZ format:
```
8
Properties=species:S:1:pos:R:3:forces:R:3
S -2.1744 1.2451 0.0612 0.26 0.80 -0.90
H -1.5881 1.7896 -1.0945 -0.53 -0.62 1.11
C 1.0390 -0.3639 0.2871 1.50 -0.01 -0.20
S -0.1393 -1.4749 -0.4471 -0.50 -0.76 0.54
H 1.1202 -0.2706 1.3769 -0.90 0.12 -0.22
H 0.9358 0.5729 -0.2457 -0.01 0.45 0.52
H 2.0331 -0.7528 0.0480 0.04 -0.07 -0.36
H -1.2263 -0.7455 0.0140 0.14 0.08 -0.49
```
Positions in Å, forces in eV/Å.

Calculated values
- HOMO energy: -0.1035 hartree
- Charge: -1

***

Number 1: M 715.4 g mol⁻¹. Number 2: M 81.2 g mol⁻¹.